The following is a DFT calculation (ωB97M-V/def2-TZVPD) of a molecular structure, C9H11NO5Tl in a non-equilibrium geometry.

The geometry in XYZ format:
```
27
Properties=species:S:1:pos:R:3:lowdin_charge:R:1
H 0.14 2.61 3.00 0.120
H 2.57 3.27 0.81 0.114
O 0.64 0.56 -0.17 -0.169
H 1.48 1.52 3.43 0.119
O -0.75 -4.50 -1.95 0.325
C 2.03 2.44 0.37 0.020
Tl -0.69 -1.41 -0.70 0.732
C -0.72 -3.44 -1.52 0.044
H 1.43 2.81 -0.48 0.127
H -1.58 0.81 -2.10 0.131
O 1.91 -2.60 1.17 0.304
C 1.02 -2.22 0.57 0.053
N 1.21 1.87 1.42 -0.145
H -1.87 -1.48 -3.20 0.130
C -2.24 0.04 -1.65 -0.021
O -2.72 -2.33 1.72 0.322
C -2.00 -1.94 0.89 0.063
C 0.49 0.82 1.06 -0.264
C 0.78 -0.89 -2.24 0.031
C 1.17 2.33 2.76 0.012
H 1.84 3.18 2.84 0.116
H -2.82 0.32 -0.74 0.129
O 1.61 -0.57 -2.97 0.309
H -3.11 -1.98 -1.85 0.128
H 2.77 1.72 -0.04 0.128
C -2.42 -1.21 -2.27 -0.039
H -0.16 0.27 1.84 0.182
```

Values from the calculation:
Calculated total energy   -951.57848 Ha
HOMO energy   -19.95 eV
Total charge   +3
ΔE to the lowest compared entry with this formula, charge and spin   188.69 kJ/mol
Kohn-Sham gap   6.8 eV

***

The following is a DFT calculation (ωB97M-V/def2-TZVPD) of a gas-phase ion, C5H10NO2 (charge -1) in a non-equilibrium geometry.

The geometry in XYZ format:
```
18
Properties=species:S:1:pos:R:3:lowdin_charge:R:1
H 1.25 0.49 2.21 0.036
H -2.34 -0.12 -0.88 0.095
O 1.46 1.70 0.18 -0.037
C 0.27 0.13 2.02 -0.099
H 1.23 -1.16 -0.98 0.101
H 1.19 -2.24 0.42 0.059
C -0.34 0.23 0.65 -0.325
N -0.66 -1.13 0.13 -0.199
H -1.37 0.64 0.81 0.136
C 0.47 1.15 -0.29 -0.726
H -2.43 -1.62 -0.96 0.050
H 0.63 -0.92 2.34 0.075
C 0.55 -1.87 -0.39 -0.091
H 0.39 -2.75 -1.00 0.059
O -0.04 1.28 -1.45 -0.100
H -1.01 -0.70 -1.73 0.025
C -1.61 -0.97 -0.96 -0.145
H -0.40 0.45 2.92 0.088
```

Values from the calculation:
Calculated total energy   -401.73665 Ha
HOMO energy   -3.70 eV
Total charge   -1
ΔE to the lowest compared entry with this formula, charge and spin   236.74 kJ/mol
SMILES   C[C@@H](C(=O)[O-])N(C)C
Kohn-Sham gap   7.8 eV

***

The following is a DFT calculation (ωB97M-V/def2-TZVPD) of a molecular structure, C6H15N3 in a non-equilibrium geometry.

The geometry in XYZ format:
```
24
Properties=species:S:1:pos:R:3:lowdin_charge:R:1
N 2.27 -0.43 0.38 -0.068
H -1.88 0.60 1.70 0.078
H -0.13 -2.61 0.53 0.071
C -0.12 -0.92 -0.83 -0.243
C 1.16 1.44 0.82 -0.318
H -0.80 -0.78 1.88 0.074
H -2.36 1.02 -1.26 0.092
C -1.38 1.25 -0.83 -0.084
H -0.06 -0.71 -1.90 0.119
H 0.58 2.06 1.49 0.114
C -1.50 -0.29 1.20 -0.069
N 1.57 2.00 -0.38 0.078
H 1.21 -0.73 -0.44 0.112
H -1.52 2.09 -0.15 0.073
H -0.71 1.56 -1.63 0.071
H -1.29 -2.76 -0.80 0.078
C -0.29 -2.40 -0.53 -0.097
H 2.48 -1.32 0.83 0.053
H 2.36 1.53 -0.80 0.075
H 0.44 -2.98 -1.09 0.072
H -2.35 -0.97 1.05 0.090
C -0.86 0.04 -0.11 -0.347
H 1.59 3.00 -0.42 0.085
N 1.61 0.30 1.29 -0.108
```

Values from the calculation:
Calculated total energy   -401.76914 Ha
HOMO energy   -7.43 eV
ΔE to the lowest compared entry with this formula, charge and spin   310.18 kJ/mol
Kohn-Sham gap   8.4 eV

***

The following is a DFT calculation (ωB97M-V/def2-TZVPD) of 2 unconnected molecules or ions with the total composition C4H5Cl2F4N3O in a non-equilibrium geometry.

The geometry in XYZ format:
```
19
Properties=species:S:1:pos:R:3:lowdin_charge:R:1
C -1.69 0.85 0.52 -1.173
F -0.28 -1.77 2.64 -0.013
F -1.67 1.68 -2.55 -0.035
N -1.15 0.57 -1.90 0.105
C 2.47 -0.14 -1.00 0.006
Cl -3.33 0.59 0.44 0.728
O 0.75 -1.83 -0.94 0.103
H 3.08 0.01 -0.11 0.087
Cl -1.15 2.46 0.75 0.659
C -0.74 -0.34 0.86 -0.384
H 3.03 -0.74 -1.81 0.127
H 2.18 0.82 -1.34 0.072
F -2.10 -0.33 -2.17 -0.011
F -0.27 0.33 3.03 0.005
H 1.18 0.58 0.92 0.143
H -1.16 -1.18 0.37 0.126
N 0.60 -0.15 0.50 0.074
N -0.96 -0.58 2.33 -0.052
C 1.22 -0.83 -0.55 -0.566
```

Values from the calculation:
Calculated total energy   -1714.43123 Ha
HOMO energy (alpha / beta)   -8.35 / -10.39 eV
2S+1   3
Kohn-Sham gap (alpha / beta)   8.8 / 8.4 eV

***

The following is a DFT calculation (ωB97M-V/def2-TZVPD) of a single C18H18ClN5 molecule in a non-equilibrium geometry.

The geometry in XYZ format:
```
42
Properties=species:S:1:pos:R:3:lowdin_charge:R:1
H 3.04 1.09 1.28 0.105
C 1.69 2.25 -3.32 -0.173
N 0.89 1.47 -2.52 0.139
H -2.50 -3.55 1.25 0.114
C -0.36 1.93 2.89 -0.110
C 4.34 2.54 0.29 -0.065
H 4.93 3.79 -1.40 0.155
H 1.34 2.42 -4.34 0.104
N 4.30 3.10 -1.02 0.103
H -0.92 -0.37 -1.93 0.120
N 2.80 2.88 -2.93 0.123
H -2.99 -0.26 -0.76 0.133
H -3.26 -1.37 0.58 0.114
H -1.68 -3.80 -1.58 0.111
N -2.37 -3.57 -0.87 -0.069
C 3.19 2.61 -1.67 -0.299
H -2.41 -0.80 2.60 0.120
C 3.29 1.67 0.41 -0.029
C 1.29 1.26 -1.27 -0.234
C -0.28 -0.67 -1.09 -0.037
H -0.40 -2.56 1.67 0.122
H -4.14 -2.53 -1.26 0.108
H 0.19 -2.93 0.08 0.112
C -1.26 0.94 3.29 -0.662
H 0.36 -1.43 -1.50 0.118
C -0.71 -2.60 0.61 -0.114
C -1.78 -3.66 0.45 -0.216
C 0.26 1.84 1.66 -0.005
H -0.13 2.73 3.56 0.100
C 2.50 1.77 -0.83 -0.106
C -0.02 0.77 0.77 -0.149
C -2.67 -1.23 -0.34 -0.123
N 0.44 0.48 -0.49 0.029
C -1.59 -0.08 2.40 -0.043
Cl -2.06 1.03 4.84 0.634
H -2.84 -2.20 -2.34 0.111
H 5.07 2.73 1.05 0.105
C -3.05 -2.36 -1.29 -0.214
H -1.27 -4.59 0.55 0.106
C -1.18 -1.22 0.06 -0.331
C -0.97 -0.17 1.14 -0.117
H 0.95 2.64 1.33 0.111
```

Values from the calculation:
Calculated total energy   -1430.70136 Ha
HOMO energy   -7.69 eV
SMILES   Clc1ccc2c(c1)C1(CCNCC1)CN2c1ncnc2[nH]ccc12
Kohn-Sham gap   8.3 eV

***

The following is a DFT calculation (ωB97M-V/def2-TZVPD) of a molecular structure, C24H49Br4F6FeNO10S2 in a non-equilibrium geometry.

The geometry in XYZ format:
```
97
Properties=species:S:1:pos:R:3:lowdin_charge:R:1
H 4.96 3.12 -0.50 0.020
F -0.60 -6.29 -0.56 0.167
C 0.91 4.04 2.30 -0.193
H 0.96 -1.00 -3.89 0.111
C 2.63 -2.83 3.20 -0.610
C 2.28 3.48 2.08 -0.180
H 2.28 3.77 -0.08 0.103
H -4.85 -0.29 -3.14 0.115
C 1.61 -4.19 -3.99 -0.124
O -1.62 -2.36 -2.84 0.306
H 2.98 3.76 2.87 0.088
H -2.52 -2.62 -2.67 0.168
H 1.40 -4.89 -4.81 0.113
O -0.70 -1.06 -0.54 -0.330
H -7.22 0.81 -0.52 0.124
O 0.53 -4.34 3.94 -0.283
H -1.79 1.78 2.77 0.038
O -2.10 -1.06 2.46 -0.314
F 3.62 -3.37 3.92 0.151
H -0.86 1.30 0.96 0.063
O 2.54 -4.38 -0.06 -0.289
H -0.49 -1.30 4.56 0.063
C -2.55 1.19 3.29 -0.059
H -1.04 -3.05 -3.19 0.119
Br -3.01 3.71 -2.20 0.614
C 2.84 -2.02 -3.97 -0.142
C 3.04 -3.56 -4.12 -0.117
H 0.45 3.83 3.27 0.122
H -1.20 -2.01 -2.05 0.074
H 5.78 0.45 0.78 0.058
C -6.63 -0.10 -0.46 -0.208
F -0.11 -6.33 1.55 0.108
C 1.51 0.11 -0.34 -0.063
S 1.08 -4.36 0.20 0.616
H 3.73 4.31 0.73 0.065
Br 4.76 1.23 -2.14 0.635
Br -1.41 6.50 -1.01 0.542
H -3.83 1.15 -0.92 0.066
H 3.46 -1.44 -4.64 0.109
O 0.70 -3.05 -3.89 -0.209
C -3.10 4.18 -0.30 -0.642
H 1.65 -0.21 0.69 0.069
O 0.44 -3.79 -0.98 -0.356
H -7.33 -0.41 -2.34 0.121
H 2.99 -1.64 -2.95 0.087
C 1.96 5.65 0.95 -0.181
H 0.11 3.64 1.68 0.073
C -5.29 0.12 -2.23 -0.191
H 6.52 2.32 -0.65 0.056
H 0.08 0.30 -1.76 0.115
H -3.21 3.24 0.23 0.042
N 0.54 -3.50 1.43 -0.384
H -0.09 2.23 -0.30 0.061
O -5.32 0.15 0.08 -0.112
H -2.82 -0.55 4.38 0.118
C 5.44 2.15 -0.55 -0.706
C -4.41 0.23 -0.99 -0.224
C -1.84 4.93 0.21 -0.584
H -3.75 -0.63 -0.98 0.102
C -0.68 1.33 -0.12 -0.046
C -0.81 -0.28 4.37 -0.081
H -0.08 0.18 3.71 0.064
H 2.36 2.40 2.03 0.099
S 1.40 -4.26 2.78 0.708
H 4.16 1.03 0.88 0.032
H 2.18 -0.48 -0.96 0.051
H -6.36 -1.77 -1.91 0.121
F 3.09 -2.45 2.04 0.145
C 1.37 -1.87 -4.40 -0.185
H -0.93 4.34 0.07 0.004
H -5.50 1.19 -2.33 0.115
Fe -0.91 -2.20 1.21 0.950
H -3.48 1.18 2.72 0.071
Br 5.73 2.57 2.25 0.631
C 5.18 1.37 0.73 -0.606
H 3.46 -3.83 -5.09 0.101
C 0.04 0.11 -0.69 -0.554
C -6.43 -0.69 -1.80 -0.202
H 3.79 -3.87 -3.39 0.108
F 2.03 -1.82 3.92 0.111
O 2.18 -5.45 2.53 -0.259
H 1.39 5.84 0.05 0.078
C 0.37 -6.18 0.31 -0.613
O 1.08 5.48 2.07 -0.147
H -3.95 4.84 -0.13 0.059
H -1.87 5.28 1.24 0.072
H 1.33 -4.61 -3.03 0.091
H -0.83 0.27 5.31 0.080
H -2.68 1.75 4.22 0.070
H -7.12 -0.78 0.23 0.125
H 2.72 6.39 1.21 0.121
F 1.38 -7.07 0.13 0.143
H 1.31 -1.66 -5.46 0.120
C -2.12 -0.28 3.60 -0.586
C 2.65 4.28 0.81 -0.172
H -1.60 1.59 -0.64 0.029
H 2.04 1.06 -0.42 0.044
```

Values from the calculation:
Calculated total energy   -14706.11935 Ha
HOMO energy (alpha / beta)   -8.47 / -8.45 eV
2S+1   5
ΔE to the lowest compared entry with this formula, charge and spin   286.59 kJ/mol
Kohn-Sham gap (alpha / beta)   7.6 / 7.5 eV